1.
Below is a structure of composition C29H28N3O7Ti, with properties calculated with ωB97M-V/def2-TZVPD.

Geometry (Å):
Ti: -0.1516 -0.2710 0.3265
O: -1.5272 -6.0685 -0.4081
O: -0.6539 -7.9439 0.3029
O: 4.8964 -6.1497 2.4529
O: 3.7514 -8.0106 2.3108
O: 3.1104 -1.9099 0.9156
O: 1.9184 4.3026 1.0723
O: 0.9715 -1.7610 0.2205
N: 1.2655 4.3643 -1.0877
N: 3.8707 -6.7801 2.1198
N: -0.5957 -6.7084 0.1233
C: 2.0476 -2.4290 0.6201
C: 0.7818 2.8477 2.9613
C: -0.7541 3.1034 -4.0192
C: 0.5887 -5.9986 0.5386
C: 2.7938 -6.0632 1.4971
C: 0.5205 2.4812 0.4197
C: -1.4167 3.2685 1.7625
C: -1.5746 0.7595 -1.2707
C: -1.4383 -1.5428 -1.1537
C: -0.5185 0.9332 2.1213
C: -0.1615 2.3851 1.8404
C: 1.8712 -3.9312 0.7332
C: -0.2467 -1.3339 2.5798
C: 0.6962 -4.5996 0.3542
C: 0.4277 -0.0775 2.5777
C: -2.6981 4.4585 -2.5351
C: -1.7805 0.2599 1.9101
C: -0.3899 3.7837 -2.8521
C: -2.0899 3.0597 -4.4225
C: 1.2848 3.7741 0.1621
C: 2.9198 -4.6743 1.2975
C: -0.3644 0.3506 -1.9393
C: -2.2214 -0.4087 -0.7767
C: -1.3516 4.5068 -2.1398
C: 1.6274 -6.7407 1.1163
C: 1.0521 3.7710 -2.4134
C: -1.5817 -1.1388 2.1347
C: -3.0658 3.7351 -3.6759
C: -0.3133 -1.0712 -1.8984
H: 3.8229 -4.1614 1.6027
H: 1.7480 2.3342 2.8739
H: 1.2586 1.6490 0.2634
H: 0.9544 3.9226 2.8757
H: -2.0074 3.0603 0.8542
H: 0.0267 2.6041 -4.5967
H: 1.6375 4.3738 -3.1255
H: -1.0420 5.1210 -1.2907
H: 1.4709 2.7466 -2.4568
H: 1.5478 -7.8180 1.2539
H: 1.8048 5.2240 -1.0768
H: -2.3446 -1.9147 2.0814
H: -2.0573 3.1181 2.6448
H: -2.7342 0.7668 1.7469
H: -1.0912 4.3176 1.7292
H: -1.9885 1.7657 -1.2786
H: -2.3619 2.5016 -5.3227
H: -4.1116 3.6988 -3.9914
H: 0.3152 0.9987 -2.4897
H: 0.3419 2.6204 3.9423
H: 1.4403 0.1261 2.9389
H: -0.1427 -4.0614 -0.0702
H: -3.1916 -0.4386 -0.2854
H: -3.4472 4.9999 -1.9503
H: 0.1467 -2.2636 2.9872
H: -0.2412 2.4334 -0.3737
H: -1.6990 -2.5832 -0.9663
H: 0.4441 -1.6741 -2.3984

Properties
E_tot (eV): -72440.8380
HOMO energy (alpha / beta) (eV): -7.67 / -8.68
Total charge: 0
Frontier orbital gap (alpha / beta) (eV): 6.3 / 7.3
LUMO level (alpha / beta) (Ha): -0.0503 / -0.0503
2S+1: 2

Per-atom natural (NBO) charges, elementary charge units:
1 Ti 1.16
2 O -0.37
3 O -0.36
4 O -0.36
5 O -0.37
6 O -0.60
7 O -0.61
8 O -0.78
9 N -0.64
10 N 0.50
11 N 0.50
12 C 0.79
13 C -0.60
14 C -0.25
15 C -0.01
16 C 0.00
17 C -0.52
18 C -0.61
19 C -0.30
20 C -0.33
21 C -0.18
22 C -0.03
23 C -0.17
24 C -0.23
25 C -0.06
26 C -0.29
27 C -0.21
28 C -0.29
29 C 0.04
30 C -0.19
31 C 0.70
32 C -0.09
33 C -0.34
34 C -0.27
35 C -0.26
36 C -0.12
37 C -0.25
38 C -0.29
39 C -0.22
40 C -0.24
41 H 0.28
42 H 0.21
43 H 0.22
44 H 0.25
45 H 0.21
46 H 0.21
47 H 0.23
48 H 0.23
49 H 0.20
50 H 0.29
51 H 0.41
52 H 0.24
53 H 0.22
54 H 0.25
55 H 0.22
56 H 0.24
57 H 0.22
58 H 0.22
59 H 0.24
60 H 0.21
61 H 0.25
62 H 0.24
63 H 0.24
64 H 0.22
65 H 0.24
66 H 0.26
67 H 0.25
68 H 0.25

=====

2.
Below is a structure of composition C29H28NO2PSeW, with properties calculated with ωB97M-V/def2-TZVPD.

Geometry (Å):
W: -2.1080 0.5562 -0.6789
Se: -4.1033 -0.1435 -0.0868
P: -1.0026 -1.4403 -0.0865
O: -2.5774 0.9403 -3.5304
O: -1.5882 2.4479 -1.4438
N: -2.1469 -0.0720 -2.6945
C: -1.0609 -1.5397 2.6712
C: -2.6558 -3.8092 2.7814
C: 2.9338 -0.7411 0.8733
C: 0.2911 3.3156 -0.2768
C: 2.4696 3.9100 0.5365
C: -1.4115 -2.2016 1.4928
C: -2.2278 -3.3290 1.5527
C: -0.6513 3.2767 -1.3439
C: 3.2333 3.2614 2.8280
C: -0.4591 -3.9739 -1.0657
C: -1.4061 2.2247 1.3119
C: 1.1079 0.0246 -1.0652
C: 0.9291 2.7322 1.9698
C: 2.3951 0.5386 -1.0906
C: 3.3081 0.1592 -0.1167
C: -0.9999 -2.7302 -1.3553
C: -0.3835 -4.9722 -2.0284
C: 2.1951 3.2945 1.7538
C: 1.5360 3.9533 -0.4861
C: -0.0265 2.7263 0.9790
C: -1.4866 -2.0266 3.8947
C: 1.6457 -1.2512 0.9054
C: -1.9345 -1.2208 -3.2352
C: -0.8392 -4.7390 -3.3115
C: 0.7193 -0.8675 -0.0621
C: -2.2820 -3.1640 3.9503
C: 1.8759 4.6340 -1.7796
C: -1.4384 -2.4734 -2.6756
C: -1.3539 -3.4920 -3.6336
H: -0.5979 4.0148 -2.1460
H: -2.2112 2.8246 0.8950
H: 1.8395 3.9473 -2.6261
H: -1.6892 -3.3055 -4.6454
H: 3.6525 -1.0602 1.6162
H: 2.8793 5.0490 -1.7308
H: 3.4351 4.3776 0.3890
H: 1.1917 5.4583 -1.9884
H: 2.6950 1.2138 -1.8815
H: -0.7856 -5.5136 -4.0632
H: 4.0969 2.6802 2.4982
H: -1.4999 1.1153 1.1024
H: -1.2006 -1.5208 4.8067
H: -0.4464 -0.6465 2.6426
H: 0.0361 -5.9336 -1.7646
H: -2.6162 -3.5424 4.9067
H: 3.5890 4.2692 3.0459
H: -1.5421 2.1809 2.3920
H: 0.4325 0.2886 -1.8810
H: 1.3749 -1.9590 1.6773
H: -3.2854 -4.6872 2.8244
H: 0.6967 2.3240 2.9457
H: -2.5433 -3.8364 0.6505
H: -0.0917 -4.1850 -0.0690
H: -2.9287 0.5521 -4.3509
H: 4.3181 0.5462 -0.1443
H: -2.1477 -1.2824 -4.3022
H: 2.8524 2.8223 3.7471

Properties
E_tot (eV): -112557.8930
HOMO energy (alpha / beta) (eV): -13.94 / -13.94
Total charge: +2
Frontier orbital gap (alpha / beta) (eV): 6.8 / 6.8
LUMO level (alpha / beta) (Ha): -0.2630 / -0.2631

Per-atom natural (NBO) charges, elementary charge units:
1 W 0.53
2 Se 0.25
3 P 1.10
4 O -0.52
5 O -0.66
6 N -0.18
7 C -0.20
8 C -0.21
9 C -0.20
10 C -0.29
11 C -0.23
12 C -0.43
13 C -0.13
14 C 0.49
15 C -0.65
16 C -0.11
17 C -0.61
18 C -0.26
19 C -0.25
20 C -0.18
21 C -0.18
22 C -0.37
23 C -0.16
24 C 0.13
25 C 0.14
26 C 0.15
27 C -0.19
28 C -0.15
29 C 0.19
30 C -0.17
31 C -0.31
32 C -0.16
33 C -0.66
34 C -0.13
35 C -0.13
36 H 0.20
37 H 0.25
38 H 0.23
39 H 0.23
40 H 0.24
41 H 0.25
42 H 0.24
43 H 0.24
44 H 0.23
45 H 0.25
46 H 0.25
47 H 0.17
48 H 0.24
49 H 0.21
50 H 0.25
51 H 0.24
52 H 0.26
53 H 0.28
54 H 0.20
55 H 0.23
56 H 0.24
57 H 0.23
58 H 0.22
59 H 0.23
60 H 0.48
61 H 0.24
62 H 0.21
63 H 0.23

=====

3.
Below is a structure of composition C29H29AlO5Sb, with properties calculated with ωB97M-V/def2-TZVPD.

Geometry (Å):
Sb: 0.1190 0.3122 0.9855
Al: -1.0750 0.5166 -1.3279
O: -2.5059 1.4518 -1.6349
O: -1.5571 -1.1577 -1.1489
O: -4.5815 0.8570 -2.2540
O: -2.9572 -2.7868 -1.7882
O: -0.5029 0.3976 -3.1482
C: 2.3893 1.1932 2.8165
C: 3.5380 3.3272 2.6492
C: -0.6469 -0.9933 -3.6963
C: 2.5596 0.0739 -1.2034
C: 1.7288 2.8548 1.1608
C: 3.3713 2.0866 3.2437
C: -1.8178 1.0302 3.1746
C: -2.7963 0.7648 4.1291
C: 1.0269 -2.6394 1.0322
C: -0.3434 -0.7832 -5.1646
C: 2.7143 3.7211 1.6031
C: 1.7494 -3.7510 0.6309
C: -3.4075 0.8597 -2.4526
C: -3.3040 -0.5112 4.3150
C: -0.9507 0.6172 -5.4327
C: -2.3091 -1.8200 -2.0473
C: 2.2629 -0.1504 3.4880
C: -2.1480 -1.2389 -3.4530
C: 2.7100 -3.6192 -0.3601
C: -1.8833 -1.3340 2.5734
C: -1.3236 2.4419 2.9921
C: -2.8609 -1.5625 3.5277
C: 1.5717 1.6046 1.7586
C: -2.7540 0.2141 -3.6848
C: -1.5073 1.0083 -4.0783
C: 2.9436 -2.3796 -0.9340
C: 1.2567 -1.3942 0.4514
C: -1.3465 -0.0561 2.4257
C: 2.2299 -1.2452 -0.5461
H: -1.5674 2.0726 -3.8849
H: 2.8360 4.6910 1.1392
H: 0.7275 -0.8007 -5.3530
H: 3.7060 -2.2798 -1.6980
H: -0.3521 2.5960 3.4642
H: -3.1772 1.5849 4.7262
H: -4.0678 -0.6796 5.0632
H: -0.1893 1.3260 -5.7481
H: 1.0752 3.1650 0.3522
H: 0.0230 -1.6542 -3.1550
H: -1.7386 0.6057 -6.1836
H: 2.9800 0.7913 -0.4962
H: -1.2265 2.7123 1.9363
H: 2.7427 -0.1323 4.4651
H: 1.5618 -4.7113 1.0932
H: -3.2857 -2.5513 3.6376
H: 2.7420 -0.9334 2.8962
H: -0.8080 -1.5671 -5.7604
H: 4.3118 3.9933 3.0083
H: -2.0253 3.1483 3.4314
H: 1.2209 -0.4410 3.6433
H: 4.0163 1.7965 4.0651
H: 3.2813 -0.0686 -2.0061
H: -1.5857 -2.1435 1.9269
H: -3.5024 0.1904 -4.4724
H: 3.2839 -4.4790 -0.6812
H: 1.6943 0.5623 -1.6631
H: 0.2961 -2.7574 1.8147
H: -2.5657 -1.9464 -4.1633

Properties
E_tot (eV): -53913.4632
HOMO energy (eV): -12.00
Total charge: +1
Frontier orbital gap (eV): 9.0
LUMO level (Ha): -0.1103

Per-atom natural (NBO) charges, elementary charge units:
1 Sb 1.25
2 Al 1.82
3 O -0.95
4 O -0.98
5 O -0.51
6 O -0.52
7 O -0.67
8 C -0.01
9 C -0.17
10 C 0.10
11 C -0.64
12 C -0.21
13 C -0.19
14 C -0.03
15 C -0.15
16 C -0.20
17 C -0.42
18 C -0.21
19 C -0.20
20 C 0.79
21 C -0.19
22 C -0.43
23 C 0.81
24 C -0.65
25 C -0.35
26 C -0.17
27 C -0.20
28 C -0.64
29 C -0.19
30 C -0.38
31 C -0.36
32 C 0.10
33 C -0.21
34 C -0.35
35 C -0.38
36 C -0.04
37 H 0.25
38 H 0.23
39 H 0.24
40 H 0.22
41 H 0.24
42 H 0.22
43 H 0.23
44 H 0.24
45 H 0.21
46 H 0.25
47 H 0.24
48 H 0.24
49 H 0.21
50 H 0.24
51 H 0.23
52 H 0.23
53 H 0.24
54 H 0.24
55 H 0.23
56 H 0.24
57 H 0.22
58 H 0.22
59 H 0.24
60 H 0.22
61 H 0.27
62 H 0.23
63 H 0.19
64 H 0.22
65 H 0.27